A structure of composition C34H59As2Ge2IO3PdSi3. Source: the OMol25 dataset; level of theory: ωB97M-V/def2-TZVPD.

Results
Lowest unoccupied orbital energy (spin up / spin down), eV: -2.54 / -4.43
Kohn-Sham gap (spin up / spin down), eV: 7.60 / 6.31
F_max, Eh/bohr: 0.01729
Total energy, eV: -312278.659
Relative energy (zero: lowest compared OMol25 entry of this formula, charge and spin), eV: 0.000

```
! wB97M-V def2-TZVPD RIJCOSX def2/J DEFGRID3
* xyz 1 2
Pd 0.372 -0.194 -0.072
I 1.242 7.079 1.958
C 0.300 5.233 1.728
C -1.027 5.086 2.098
C -1.644 3.853 1.935
C -0.941 2.769 1.430
C 0.391 2.936 1.067
C 1.016 4.164 1.201
C -1.657 1.450 1.310
O -2.869 1.446 1.154
O -0.972 0.349 1.484
H -1.578 5.921 2.506
H -2.682 3.718 2.211
H 0.945 2.100 0.650
H 2.045 4.293 0.896
C 0.485 1.939 4.573
Ge 0.001 0.066 4.377
C -1.892 -0.351 4.364
C 0.969 -1.010 5.678
Ge 1.003 -1.036 1.977
C -0.003 -2.627 2.469
C -1.259 -2.798 1.874
C -2.045 -3.890 2.196
C -1.591 -4.824 3.118
C -0.356 -4.660 3.723
C 0.432 -3.561 3.409
C 2.788 -0.817 2.734
C 3.588 -1.861 3.200
C 4.811 -1.597 3.797
C 5.248 -0.288 3.942
C 4.468 0.759 3.475
C 3.246 0.496 2.873
H -0.323 2.452 5.097
H 0.634 2.431 3.615
H 1.399 2.007 5.160
H -2.269 -0.277 5.387
H -2.027 -1.374 4.020
H -2.446 0.320 3.715
H 0.866 -0.521 6.649
H 2.029 -1.076 5.439
H 0.540 -2.007 5.742
H -1.623 -2.057 1.172
H -3.017 -4.014 1.735
H -2.203 -5.679 3.372
H -0.006 -5.386 4.446
H 1.379 -3.428 3.911
H 3.264 -2.887 3.100
H 5.425 -2.416 4.148
H 6.199 -0.085 4.417
H 4.811 1.780 3.583
H 2.644 1.320 2.503
C 5.284 -2.012 -2.490
Si 4.427 -1.816 -0.835
C 5.415 -0.621 0.199
C 4.201 -3.528 -0.130
As 2.302 -0.855 -1.357
Si 2.693 1.105 -2.696
C 4.217 0.935 -3.771
C 1.211 1.336 -3.792
C 2.885 2.506 -1.467
Si 0.932 -2.452 -2.430
C 1.669 -3.195 -3.980
C 0.621 -3.816 -1.187
C -0.745 -1.743 -2.854
H 6.141 -2.684 -2.409
H 5.657 -1.058 -2.863
H 4.611 -2.426 -3.247
H 6.372 -1.059 0.485
H 4.895 -0.298 1.104
H 5.619 0.270 -0.402
H 5.223 -3.881 0.046
H 3.747 -4.202 -0.857
H 3.655 -3.610 0.806
H 4.211 0.056 -4.414
H 5.136 0.933 -3.182
H 4.238 1.823 -4.409
H 1.114 0.510 -4.501
H 1.280 2.260 -4.370
H 0.326 1.394 -3.157
H 3.789 3.086 -1.658
H 2.943 2.121 -0.448
H 2.025 3.176 -1.521
H 2.555 -3.794 -3.754
H 1.964 -2.423 -4.695
H 0.947 -3.845 -4.475
H 1.525 -4.274 -0.786
H 0.035 -4.610 -1.656
H 0.041 -3.430 -0.348
H -0.712 -0.813 -3.417
H -1.330 -1.582 -1.946
H -1.269 -2.486 -3.462
C -2.309 1.634 -3.915
As -2.384 1.481 -1.996
C -3.059 3.151 -1.367
C -3.645 0.099 -1.601
O -0.881 1.148 -1.358
H -3.270 1.990 -4.286
H -2.093 0.663 -4.353
H -1.531 2.341 -4.193
H -3.978 3.389 -1.902
H -2.312 3.926 -1.533
H -3.262 3.051 -0.304
H -4.653 0.513 -1.594
H -3.410 -0.277 -0.607
H -3.571 -0.690 -2.348
*
```